(1)
Below is 7 unconnected molecules or ions with the total composition FH12O6, with properties calculated with the ωB97M-V functional and the def2-TZVPD basis.

Structure (ORCA input):
```
! RIJCOSX wB97M-V def2-TZVPD def2/J DEFGRID3
* xyz -1 1
F -0.0291 0.0847 0.0035
O 0.6511 2.4579 -0.3451
H -0.0044 2.9492 0.1597
H 0.3895 1.5336 -0.1532
O -0.3671 -2.4045 0.3908
H -0.1564 -1.4652 0.3238
H -0.8947 -2.5985 -0.3621
O 1.9972 -0.2986 -1.7465
H 2.5175 0.0677 -1.0769
H 1.1968 -0.2788 -1.2969
O -2.1130 0.4109 1.6889
H -1.9923 -0.3606 2.2305
H -1.3153 0.3469 1.1610
O -1.5452 1.1412 -1.7984
H -2.2363 0.5330 -2.0399
H -0.9254 0.7107 -1.1330
O 1.9465 -0.7831 1.3861
H 1.2132 -0.4162 0.9080
H 1.6672 -1.6302 1.6997
*
```

The calculation puts the relative energy (zero: lowest compared OMol25 entry of this formula, charge and spin) at 61.7 kJ/mol.

Charges per atom according to Löwdin partitioning, unit e: -0.45, -0.09, 0.02, -0.05, -0.06, -0.04, 0.01, -0.02, 0.00, -0.05, -0.07, 0.01, -0.03, -0.10, 0.00, -0.01, -0.05, -0.05, 0.01

(2)
Below is a gas-phase ion, C3H2NO2S (charge -1), with properties calculated with the ωB97M-V functional and the def2-TZVPD basis.

Structure (ORCA input):
```
! RIJCOSX wB97M-V def2-TZVPD def2/J DEFGRID3
* xyz -1 1
C 1.0536 -1.0139 -0.3548
C -0.6412 0.0117 0.7835
C -0.1959 1.0272 -0.2843
N 0.3372 -1.0690 0.6610
O -1.4439 -0.0328 -0.4575
O -1.0966 0.3269 1.9086
S 1.0857 0.4981 -1.3191
H 1.6478 -1.7265 -0.6596
H -0.7467 1.9783 -0.2778
*
```

Its SMILES is [O-][C@]12N=CS[C@H]1O2. The calculation puts the relative energy (zero: lowest compared OMol25 entry of this formula, charge and spin) at 280.7 kJ/mol.

Charges per atom according to Löwdin partitioning, unit e: -0.47, -0.85, -0.45, 0.09, -0.14, -0.12, 0.85, 0.00, 0.10

(3)
Below is 3 unconnected molecules or ions with the total composition C41H48ClF7N4O4P, with properties calculated with the ωB97M-V functional and the def2-TZVPD basis.

Structure (ORCA input):
```
! RIJCOSX wB97M-V def2-TZVPD def2/J DEFGRID3
* xyz 1 1
C -1.4997 -2.7219 0.8964
C -1.7569 -1.5212 -0.1774
C -0.9922 -0.0874 0.1390
C -1.2966 0.0380 1.7439
C 0.5503 0.0113 -0.3712
O 1.1931 -0.9506 0.6028
C 0.8183 -0.7505 -1.8000
C -0.2487 -0.5220 -3.0332
C 0.2480 -1.2093 -4.4686
C -0.5679 -1.1649 -5.8833
C -2.0350 -0.3688 -5.7678
C -2.3516 0.1862 -4.2645
N -1.5660 0.1465 -3.0158
O 2.1120 -0.5643 -2.4181
C 3.1438 0.0612 -1.6356
C 4.0425 -1.2566 -1.1168
C 3.9062 -2.4513 -2.2804
O 4.4156 -2.3631 -3.5112
Cl 3.0140 -4.0425 -1.7833
C 2.7450 1.1340 -0.4906
C 3.6608 0.9240 0.8383
C 5.2666 1.3362 0.5683
C 5.8493 2.3921 1.6835
C 7.4894 2.4197 1.6813
F 8.1341 1.1308 1.3228
F 7.9132 2.7030 3.1028
C 8.1650 3.5760 0.7359
F 9.2612 2.9274 -0.0742
F 8.8501 4.5501 1.6370
F 7.2498 4.1979 -0.2489
N 1.2295 1.3991 -0.3147
C 0.9056 2.2718 0.8377
C -0.2100 3.3764 0.9187
C -1.7412 3.2881 0.4502
O -2.0771 3.9990 -0.6682
N -2.9327 2.7929 1.2069
C -3.8771 1.8829 0.5334
C -4.1602 1.6135 -1.0538
C -5.2411 0.5092 -1.6689
C -6.1593 -0.4307 -0.6661
C -5.9333 -0.1600 0.9629
C -4.8385 0.9586 1.5515
P 0.8254 2.4057 -1.7812
N 1.4231 3.8889 -1.7986
H -2.4484 -2.7828 1.6188
H -0.5421 -2.6343 1.5557
H -1.4554 -3.7542 0.3314
H -1.6136 -1.9730 -1.2272
H -2.9199 -1.2565 -0.0908
H -1.5932 0.7084 -0.4706
H -1.2056 1.1115 2.1979
H -0.5948 -0.6313 2.4388
H -2.4035 -0.3280 2.0011
H 1.3860 -0.4915 1.4664
H 0.7271 -1.9202 -1.5638
H 1.2819 -1.8055 -4.5271
H -0.2268 -1.6486 -6.8919
H -2.7750 -0.2296 -6.6629
H -3.4141 0.7296 -4.1730
H 3.8856 0.5860 -2.4137
H 3.6127 -1.7390 -0.1395
H 5.1969 -1.0155 -1.0699
H 3.1525 2.1819 -0.9055
H 3.4094 1.6458 1.7576
H 3.5693 -0.1532 1.3480
H 5.8409 0.3116 0.5348
H 5.3277 1.8520 -0.5015
H 5.4541 3.4672 1.4234
H 5.4651 2.0195 2.7494
H 0.9366 1.6299 1.8461
H 1.8954 2.9481 0.9672
H -0.2868 3.6625 2.0845
H 0.2022 4.4071 0.4634
H -2.7686 2.6255 2.2202
H -3.5306 2.2030 -1.8410
H -5.4030 0.3301 -2.8348
H -6.9026 -1.2405 -1.1007
H -6.5519 -0.8002 1.7366
H -4.7752 1.0407 2.7164
H 1.3313 1.7987 -3.0216
H -0.6059 2.3017 -1.8937
H 1.9826 4.0056 -0.9322
F -8.8920 -3.4125 -0.1138
C -9.6425 -3.2950 -1.2173
C -9.2488 -3.9403 -2.3844
C -10.0326 -3.8225 -3.5321
C -11.1968 -3.0508 -3.5028
C -11.5809 -2.4028 -2.3279
C -10.8029 -2.5300 -1.1774
H -8.3370 -4.5286 -2.3906
H -9.7376 -4.3295 -4.4475
H -11.8055 -2.9556 -4.3995
H -12.4852 -1.7994 -2.3086
H -11.0913 -2.0404 -0.2532
F 3.4659 -0.2092 4.6717
C 4.6110 -0.7096 5.1545
C 4.6789 -1.1000 6.4874
C 5.8694 -1.6258 6.9891
C 6.9832 -1.7453 6.1542
C 6.9065 -1.3460 4.8190
C 5.7127 -0.8307 4.3148
H 3.8062 -0.9920 7.1230
H 5.9305 -1.9412 8.0277
H 7.9129 -2.1513 6.5471
H 7.7759 -1.4361 4.1722
H 5.6329 -0.5237 3.2773
*
```

Here are the Löwdin charges for atoms 1 to 99, given in e: -0.13, -0.19, -0.22, -0.09, -0.26, -0.05, -0.18, -0.13, 0.03, -0.01, 0.00, -0.10, 0.01, -0.18, -0.21, -0.07, -0.54, -0.05, 0.55, -0.21, -0.14, -0.16, -0.07, -0.18, 0.01, -0.01, -0.14, 0.02, 0.04, 0.04, -0.24, -0.20, -0.12, -0.28, -0.05, 0.04, -0.16, -0.02, -0.05, -0.05, -0.05, -0.02, 0.88, -0.23, 0.10, 0.07, 0.09, 0.10, 0.12, 0.10, 0.06, 0.10, 0.10, 0.10, 0.18, 0.11, 0.10, 0.10, 0.10, 0.19, 0.11, 0.14, 0.15, 0.12, 0.13, 0.11, 0.14, 0.14, 0.14, 0.16, 0.15, 0.17, 0.15, 0.13, 0.07, 0.09, 0.09, 0.09, 0.08, 0.08, 0.03, -0.02, 0.05, -0.30, -0.02, -0.08, -0.09, -0.08, -0.02, 0.11, 0.11, 0.10, 0.11, 0.12, 0.04, -0.30, -0.01, -0.07, -0.08

no.,largest force on an atom (eV/A),frontier orbital gap (eV)
1,3.06,10.564
2,5.19,6.730
3,9.36,7.442